Record 1
{"formula": "C2H10B2N2", "method": "ωB97M-V/def2-TZVPD", "symbols": ["B", "B", "C", "C", "N", "N", "H", "H", "H", "H", "H", "H", "H", "H", "H", "H"], "xyz": [[-1.79143, -0.99695, -0.73437], [1.35326, 1.48355, 2.53994], [0.43569, -0.71829, -1.48729], [0.16321, 0.28639, -0.34817], [-0.82841, -1.40123, -1.66925], [-1.19206, -0.00651, 0.05546], [-2.87884, -1.39796, -0.63228], [1.78368, 0.51030, 3.01514], [2.06640, 2.20006, 1.95853], [0.23268, 1.76173, 2.69283], [1.23061, -1.42787, -1.21763], [0.74479, -0.20375, -2.40604], [0.86202, 0.16787, 0.49664], [0.25789, 1.32212, -0.70155], [-0.86837, -2.11624, -2.37155], [-1.57111, 0.53679, 0.80959]], "atomic_forces_ev_per_a": [[-0.9, -0.9, -0.5], [0.0, -0.3, -0.3], [-0.2, 0.6, 0.3], [-0.4, -0.9, -1.3], [0.8, 0.3, 0.2], [1.7, 0.9, -0.2], [-0.4, -0.1, 0.0], [0.3, -0.8, 0.5], [0.5, 0.6, -0.5], [-1.1, 0.3, 0.2], [-0.1, 0.0, 0.0], [0.0, -0.1, 0.1], [0.1, 0.4, 0.6], [0.0, 0.1, 0.3], [-0.3, -0.3, -0.2], [-0.1, 0.3, 0.7]], "mulliken_spin": [0.033, 0.470, -0.051, 0.222, 0.273, 0.507, 0.011, 0.010, 0.022, 0.034, 0.006, 0.062, 0.347, 0.044, 0.013, -0.004], "total_energy_ha": -241.23660, "homo_energy_ev": [-3.48, -9.21], "homo_lumo_gap_ev": [3.31, 4.87], "e_above_lowest_kcal_mol": 0.00, "spin_multiplicity": 3}


Record 2
{"formula": "C15H12N4O2S", "method": "ωB97M-V/def2-TZVPD", "symbols": ["N", "C", "O", "C", "C", "C", "C", "C", "C", "H", "H", "N", "C", "N", "C", "O", "C", "C", "C", "C", "C", "C", "H", "H", "N", "H", "H", "H", "H", "H", "S", "H", "H", "H"], "xyz": [[-6.08034, -0.62924, -0.40770], [-4.72943, -1.13936, -0.31368], [-4.50387, -2.23225, -0.35102], [-3.75520, -0.14878, -0.11642], [-2.49264, -0.65129, -0.60934], [-1.55505, 0.34824, -0.21350], [-1.83354, 1.57455, 0.48043], [-3.05992, 2.05852, 0.57490], [-4.11065, 1.15788, 0.39519], [-5.01632, 1.34172, 0.80666], [-3.27947, 3.19707, 1.17128], [-0.74409, 2.58377, 0.34985], [0.44643, 1.72261, -0.08119], [1.64735, 2.62577, 0.05277], [2.88389, 2.05147, -0.45147], [3.65697, 2.82794, -0.57441], [3.17273, 0.46624, -0.08440], [3.87109, -0.11780, -0.98862], [4.28557, -1.29402, -0.96209], [3.68968, -2.03406, 0.35177], [2.93913, -1.37604, 1.10131], [2.57724, 0.05517, 1.16264], [2.13162, 0.60955, 1.81816], [2.58424, -1.83152, 2.25577], [4.03573, -3.22475, 0.19505], [4.45635, -3.90328, -0.35846], [3.52799, -4.09051, 1.12756], [4.79756, -1.77535, -1.66744], [4.19131, 0.42658, -1.82761], [1.59518, 3.50902, 0.16867], [0.20822, 0.38046, -0.68072], [-2.36965, -1.47325, -1.00979], [-6.27115, 0.39087, -0.60196], [-6.89696, -1.40593, -0.71223]], "atomic_forces_ev_per_a": [[-2.3, -1.7, -1.2], [-6.4, 8.4, 0.2], [1.7, -10.5, -0.6], [1.6, 1.5, -0.7], [-1.4, 12.6, 6.9], [1.0, -0.9, -0.7], [6.0, 2.0, -4.1], [-5.1, 3.2, 3.7], [4.8, -1.8, -1.2], [-2.9, 0.5, 0.7], [0.8, -3.6, -2.2], [2.2, -6.3, 0.2], [-1.2, 16.4, 5.8], [-1.6, -14.1, -2.7], [-7.9, -6.5, 5.3], [9.8, 7.3, -3.2], [-7.0, 8.6, 5.9], [2.0, 2.6, -4.8], [-2.1, -5.5, 6.6], [5.2, 2.6, -10.0], [-6.7, 3.9, 12.0], [7.0, -6.0, -9.8], [-2.7, 2.8, 3.8], [1.0, 0.3, -3.5], [-2.2, -10.6, 7.3], [1.0, 0.3, -1.9], [1.8, 3.5, -3.2], [2.1, -2.0, -2.4], [0.2, 1.3, -1.1], [-1.1, 7.6, 0.8], [-2.5, -8.8, -3.0], [1.2, -7.9, -3.9], [0.3, -2.1, 0.1], [3.2, 3.1, 1.1]], "nbo_charge": [-0.907, 0.661, -0.562, -0.161, -0.117, -0.175, 0.045, -0.154, -0.198, 0.218, 0.232, -0.468, 0.015, -0.607, 0.692, -0.534, -0.130, -0.272, -0.149, 0.170, -0.316, -0.103, 0.219, 0.188, -0.734, 0.429, 0.304, 0.199, 0.222, 0.398, 0.581, 0.210, 0.396, 0.408], "total_energy_ha": -1346.01809, "homo_energy_ev": -7.91, "homo_lumo_gap_ev": 8.09, "e_above_lowest_kcal_mol": 256.51}


Record 3
{"formula": "CClNS2", "method": "ωB97M-V/def2-TZVPD", "symbols": ["C", "N", "S", "S", "Cl"], "xyz": [[-1.37214, -0.14409, 0.05036], [-2.34911, -0.70709, -0.05938], [0.00916, 1.15559, 0.41601], [1.51385, 0.63736, -0.67249], [2.19824, -0.94177, 0.26551]], "atomic_forces_ev_per_a": [[3.7, 3.5, 0.7], [-1.8, -1.4, -0.3], [-3.1, -1.4, 0.4], [0.3, 0.6, -1.5], [0.9, -1.3, 0.7]], "nbo_charge": [0.082, -0.322, 0.185, 0.188, -0.133], "smiles": "N#CSSCl", "total_energy_ha": -1349.38542, "homo_energy_ev": -10.16, "homo_lumo_gap_ev": 9.71, "e_above_lowest_kcal_mol": 9.75}


Record 4
{"formula": "C3H12N3O", "method": "ωB97M-V/def2-TZVPD", "symbols": ["C", "N", "C", "H", "H", "H", "H", "H", "H", "H", "H", "N", "C", "N", "O", "H", "H", "H", "H"], "xyz": [[-0.51760, 0.31132, 2.19986], [-0.35843, 1.20447, 1.01539], [1.04145, 1.63358, 0.79276], [-1.56564, 0.05049, 2.31560], [0.09561, -0.56715, 2.03804], [-0.17458, 0.83075, 3.09047], [-0.96976, 2.01110, 1.10796], [-0.66109, 0.63377, 0.17876], [1.43107, 2.09318, 1.69777], [1.08764, 2.32510, -0.03920], [1.62767, 0.74998, 0.56417], [-0.10523, -2.37690, -1.19266], [-0.36856, -1.10063, -1.56352], [0.35083, -0.59226, -2.60853], [-1.16926, -0.39436, -0.93867], [-0.74499, -2.79353, -0.53565], [0.40284, -2.99905, -1.80123], [0.68701, -1.24515, -3.30654], [-0.08898, 0.22530, -3.01476]], "atomic_forces_ev_per_a": [[0.0, 0.3, 0.1], [0.0, -0.4, 0.1], [0.2, 0.0, 0.2], [0.0, -0.1, -0.1], [0.0, -0.1, 0.0], [0.0, 0.0, 0.0], [-0.1, 0.0, -0.1], [-0.3, 0.2, 0.0], [0.0, 0.1, 0.0], [0.0, 0.1, -0.1], [0.1, -0.1, 0.0], [-0.1, 0.1, -0.1], [0.2, -0.3, -0.2], [-0.4, -0.1, -0.4], [0.1, 0.1, 0.3], [0.1, 0.0, 0.0], [0.0, 0.0, 0.1], [0.1, 0.1, 0.2], [0.2, -0.1, 0.1]], "nbo_charge": [-0.417, -0.519, -0.421, 0.241, 0.226, 0.226, 0.424, 0.477, 0.228, 0.236, 0.227, -0.812, 0.796, -0.818, -0.730, 0.419, 0.407, 0.399, 0.412], "total_energy_ha": -360.83002, "homo_energy_ev": -14.33, "homo_lumo_gap_ev": 11.64, "e_above_lowest_kcal_mol": 2.96, "charge": 1}